Version P
DFT (the ωB97M-V functional and the def2-TZVPD basis) results for a 2-piece molecular cluster, C7H14N2O overall.

XYZ file:
```
24
C7H14N2O, DFT the ωB97M-V functional and the def2-TZVPD basis
C 2.50 -1.99 0.03
C 1.75 -0.74 -0.16
N 0.78 -0.43 -0.96
O 0.68 0.89 -0.47
C 1.75 0.61 0.47
C 2.96 1.50 0.30
H 3.46 -1.78 0.51
H 2.67 -2.48 -0.93
H 1.94 -2.68 0.66
H 1.36 0.64 1.50
H 3.78 1.12 0.90
H 2.73 2.51 0.61
H 3.26 1.51 -0.75
C -3.48 0.12 0.99
C -2.47 -0.24 -0.07
C -2.41 0.70 -1.24
N -1.77 -1.27 0.10
H -3.12 0.98 1.55
H -3.62 -0.71 1.67
H -4.43 0.39 0.53
H -3.32 0.60 -1.83
H -1.55 0.48 -1.87
H -2.34 1.72 -0.89
H -1.10 -1.45 -0.65
```

As for the charge: 0. Its orbital gap is 9.92 eV. The LUMO energy comes out at 0.86 eV. For the HOMO energy, the calculation gives -9.055 eV.

Results of the natural (NBO) charge analysis, in e, for atoms 1 through 8: number 1, C, carries -0.6735; number 2, C, carries 0.1890; number 3, N, carries -0.1188; number 4, O, carries -0.3867; number 5, C, carries 0.0407; number 6, C, carries -0.6265; number 7, H, carries 0.2280; number 8, H, carries 0.2408


Version Q
DFT (the ωB97M-V functional and the def2-TZVPD basis) results for one molecule with the formula C7H14N2O.

XYZ file:
```
24
C7H14N2O, DFT the ωB97M-V functional and the def2-TZVPD basis
C -2.39 0.60 0.66
C -1.31 0.44 -0.35
N -0.85 1.70 -0.71
N 0.30 1.94 -0.46
C 0.96 0.63 0.27
C 2.36 0.50 -0.24
O 0.86 0.88 1.63
C -0.09 -0.45 -0.12
C -0.17 -1.61 0.83
C 0.24 -0.94 -1.50
H -3.15 -0.18 0.53
H -2.83 1.60 0.58
H -2.11 0.72 1.65
H -1.88 0.15 -1.28
H 2.36 0.34 -1.29
H 2.83 -0.41 0.05
H 2.88 1.34 0.13
H 1.64 1.36 1.85
H -1.12 -1.96 0.62
H -0.30 -1.27 1.93
H 0.64 -2.22 0.64
H 1.29 -1.15 -1.39
H 0.08 -0.17 -2.27
H -0.25 -1.84 -1.75
```

As for the charge: 0. Its orbital gap is 9.12 eV. The LUMO energy comes out at 0.79 eV. For the HOMO energy, the calculation gives -8.331 eV.

Results of the natural (NBO) charge analysis, in e, for atoms 1 through 8: number 1, C, carries -0.6215; number 2, C, carries -0.1101; number 3, N, carries -0.1214; number 4, N, carries -0.1317; number 5, C, carries 0.3493; number 6, C, carries -0.6654; number 7, O, carries -0.7025; number 8, C, carries -0.1053


Version R
DFT (the ωB97M-V functional and the def2-TZVPD basis) results for one molecule with the formula C7H14N2O.

XYZ file:
```
24
C7H14N2O, DFT the ωB97M-V functional and the def2-TZVPD basis
C -1.97 -0.46 -0.09
C -0.22 1.25 0.64
C 0.37 -0.98 -0.27
C -0.45 1.93 1.92
C -0.46 2.03 -0.56
C 1.11 -0.68 -1.56
C 0.98 -2.25 0.35
N 0.61 0.11 0.61
N -1.10 -1.22 -0.66
O -1.26 -2.25 -1.35
H -2.91 -0.57 -0.50
H 0.17 1.58 2.87
H -1.50 1.79 2.25
H -0.24 3.01 1.87
H -1.46 2.26 -0.80
H 0.04 1.59 -1.45
H 0.00 3.02 -0.36
H 1.57 -1.69 -1.97
H 2.13 -0.08 -1.42
H 0.50 -0.27 -2.37
H 2.07 -2.33 0.25
H 0.57 -3.07 -0.22
H 0.55 -2.42 1.33
H 0.91 -0.29 1.50
```

As for the charge: 0. Its orbital gap is 7.38 eV. The LUMO energy comes out at -0.06 eV. For the HOMO energy, the calculation gives -7.440 eV.

Results of the natural (NBO) charge analysis, in e, for atoms 1 through 8: number 1, C, carries -0.2322; number 2, C, carries 0.4605; number 3, C, carries 0.2166; number 4, C, carries -0.7158; number 5, C, carries -0.6972; number 6, C, carries -0.6390; number 7, C, carries -0.6500; number 8, N, carries -0.5760


Going by the computed energies, the most stable comes first: version Q, version P, version R.


Version P
DFT (the ωB97M-V functional and the def2-TZVPD basis) results for one molecule with the formula C4H7NO3.

XYZ file:
```
15
C4H7NO3, DFT the ωB97M-V functional and the def2-TZVPD basis
C 0.75 2.30 0.30
C 0.46 0.85 0.20
N 1.16 -0.06 0.75
C 0.50 -1.33 0.57
C -0.75 -1.07 -0.29
O -1.88 -1.50 0.32
O -0.72 -1.48 -1.59
O -0.66 0.48 -0.45
H 1.67 2.45 0.86
H -0.08 2.81 0.78
H 0.86 2.72 -0.71
H 1.16 -2.04 0.08
H 0.20 -1.74 1.54
H -2.60 -1.49 -0.32
H -0.08 -0.89 -2.03
```

As for the charge: 0. Its orbital gap is 10.36 eV. The LUMO energy comes out at 0.68 eV. For the HOMO energy, the calculation gives -9.686 eV.

Results of the natural (NBO) charge analysis, in e, for atoms 1 through 8: number 1, C, carries -0.6682; number 2, C, carries 0.5504; number 3, N, carries -0.4985; number 4, C, carries -0.3125; number 5, C, carries 0.7379; number 6, O, carries -0.6744; number 7, O, carries -0.7083; number 8, O, carries -0.5532


Version Q
DFT (the ωB97M-V functional and the def2-TZVPD basis) results for one molecule with the formula C4H7NO3.

XYZ file:
```
15
C4H7NO3, DFT the ωB97M-V functional and the def2-TZVPD basis
O 1.02 0.22 2.35
C 0.40 -0.79 2.21
C -0.23 -1.27 0.93
C 0.21 -0.59 -0.35
N 0.05 0.84 -0.32
C -0.16 1.65 -1.39
O 0.12 2.83 -1.42
O -0.62 0.98 -2.48
H 0.19 -1.48 3.05
H -1.32 -1.12 1.03
H -0.19 -2.36 0.91
H -0.39 -0.96 -1.18
H 1.19 -0.90 -0.71
H 0.18 1.33 0.55
H -0.46 1.62 -3.20
```

As for the charge: 0. Its orbital gap is 10.38 eV. The LUMO energy comes out at 0.65 eV. For the HOMO energy, the calculation gives -9.735 eV.

Results of the natural (NBO) charge analysis, in e, for atoms 1 through 8: number 1, O, carries -0.5252; number 2, C, carries 0.4526; number 3, C, carries -0.5315; number 4, C, carries -0.2192; number 5, N, carries -0.6450; number 6, C, carries 0.8782; number 7, O, carries -0.6428; number 8, O, carries -0.7060


Going by the computed energies, the most stable comes first: version Q, version P.


Version P
DFT (the ωB97M-V functional and the def2-TZVPD basis) results for a 2-piece molecular cluster, C4H7NO3 overall.

XYZ file:
```
15
C4H7NO3, DFT the ωB97M-V functional and the def2-TZVPD basis
C 0.14 2.85 0.14
C 0.19 1.57 -0.12
N 1.56 0.98 -0.34
O 1.59 -0.16 0.00
O 2.51 1.74 -0.50
H 0.94 3.49 0.07
H -0.82 3.24 0.62
H -0.55 0.90 0.14
C -0.94 -2.17 -0.90
C -1.13 -2.15 0.41
O -0.16 -2.06 1.40
H 0.01 -2.20 -1.42
H -1.69 -2.46 -1.63
H -2.12 -2.22 0.82
H 0.47 -1.32 1.30
```

As for the charge: 0. Its orbital gap is 8.87 eV. The LUMO energy comes out at -0.58 eV. For the HOMO energy, the calculation gives -9.455 eV.

Results of the natural (NBO) charge analysis, in e, for atoms 1 through 8: number 1, C, carries -0.3061; number 2, C, carries -0.1327; number 3, N, carries 0.5281; number 4, O, carries -0.3807; number 5, O, carries -0.3708; number 6, H, carries 0.2232; number 7, H, carries 0.2190; number 8, H, carries 0.2247


Version Q
DFT (the ωB97M-V functional and the def2-TZVPD basis) results for a 2-piece molecular cluster, C4H7NO3 overall.

XYZ file:
```
15
C4H7NO3, DFT the ωB97M-V functional and the def2-TZVPD basis
C -1.65 0.79 -0.60
C -0.73 0.24 0.44
O -0.97 0.17 1.62
O -0.02 -1.03 -0.21
N 0.52 -1.92 0.77
H -2.62 0.29 -0.51
H -1.83 1.84 -0.39
H -1.26 0.65 -1.61
H 0.20 -1.56 1.68
H 0.04 -2.80 0.60
C 1.44 0.97 0.11
C 1.53 0.13 -0.96
O 1.89 -0.21 -2.01
H 1.92 1.94 0.00
H 1.54 0.51 1.08
```

As for the charge: 0. Its orbital gap is 9.57 eV. The LUMO energy comes out at 0.69 eV. For the HOMO energy, the calculation gives -8.881 eV.

Results of the natural (NBO) charge analysis, in e, for atoms 1 through 8: number 1, C, carries -0.7161; number 2, C, carries 0.8180; number 3, O, carries -0.5951; number 4, O, carries -0.4788; number 5, N, carries -0.5275; number 6, H, carries 0.2497; number 7, H, carries 0.2427; number 8, H, carries 0.2379


Version R
DFT (the ωB97M-V functional and the def2-TZVPD basis) results for one molecule with the formula C4H7NO3.

XYZ file:
```
15
C4H7NO3, DFT the ωB97M-V functional and the def2-TZVPD basis
C 1.24 1.24 0.75
C 0.47 0.77 -0.31
O 0.25 1.40 -1.38
C -0.11 -0.51 -0.12
C -1.58 -0.81 -0.04
O -2.68 0.22 -0.13
N 0.79 -1.48 -0.29
O 1.91 -0.97 -0.63
H 0.24 1.88 1.29
H 1.89 2.19 0.45
H 1.61 0.27 1.37
H -2.06 -1.73 -0.67
H -1.77 -1.25 1.12
H -2.65 0.46 -1.24
H 2.44 -1.67 -0.17
```

As for the charge: 0. Its orbital gap is 9.84 eV. The LUMO energy comes out at 0.47 eV. For the HOMO energy, the calculation gives -9.370 eV.

Results of the natural (NBO) charge analysis, in e, for atoms 1 through 8: number 1, C, carries -0.6978; number 2, C, carries 0.4763; number 3, O, carries -0.5517; number 4, C, carries 0.0313; number 5, C, carries -0.1204; number 6, O, carries -0.7048; number 7, N, carries -0.1041; number 8, O, carries -0.5099


Version S
DFT (the ωB97M-V functional and the def2-TZVPD basis) results for C4H7NO3 as an isolated structure.

XYZ file:
```
15
C4H7NO3, DFT the ωB97M-V functional and the def2-TZVPD basis
O 0.77 1.44 3.00
C -0.32 -0.07 -1.61
N -0.27 -2.38 -0.54
C -0.53 -1.21 -0.98
C -0.77 1.50 1.00
O -1.38 1.90 -0.15
C 0.91 -2.42 -1.38
O 1.98 -1.95 -1.16
H 0.48 0.00 -2.35
H -0.92 0.84 -1.21
H 0.74 -3.09 -2.27
H -1.29 0.59 1.36
H 0.28 1.15 0.71
H -0.81 2.34 1.68
H 1.13 1.36 3.90
```

As for the charge: 0. Its orbital gap is 3.98 eV. The LUMO energy comes out at -5.10 eV. For the HOMO energy, the calculation gives -9.085 eV.

Results of the natural (NBO) charge analysis, in e, for atoms 1 through 8: number 1, O, carries -0.7118; number 2, C, carries -0.6855; number 3, N, carries -0.5132; number 4, C, carries 0.5334; number 5, C, carries -0.2684; number 6, O, carries -0.3266; number 7, C, carries 0.5074; number 8, O, carries -0.4867


Going by the computed energies, the most stable comes first: version Q, version P, version R, version S.


Version P
DFT (the ωB97M-V functional and the def2-TZVPD basis) results for a 2-piece molecular cluster, C4H7NO3 overall.

XYZ file:
```
15
C4H7NO3, DFT the ωB97M-V functional and the def2-TZVPD basis
N -2.44 -0.73 -0.68
C -1.49 -0.04 -0.05
O -1.18 1.14 -0.16
C -0.78 -0.98 0.94
O -1.23 -2.13 1.00
H -2.43 -1.77 -0.22
H -2.88 -0.30 -1.48
H -0.37 -0.47 1.83
C 1.84 1.23 -0.61
C 1.97 0.15 0.38
O 2.48 0.15 1.45
H 0.77 1.50 -0.63
H 2.45 2.09 -0.32
H 2.10 0.89 -1.61
H 1.18 -0.73 0.15
```

As for the charge: 0. Its orbital gap is 9.14 eV. The LUMO energy comes out at -0.84 eV. For the HOMO energy, the calculation gives -9.977 eV.

Results of the natural (NBO) charge analysis, in e, for atoms 1 through 8: number 1, N, carries -0.8269; number 2, C, carries 0.5525; number 3, O, carries -0.6149; number 4, C, carries 0.3176; number 5, O, carries -0.5159; number 6, H, carries 0.4536; number 7, H, carries 0.4210; number 8, H, carries 0.1808


Version Q
DFT (the ωB97M-V functional and the def2-TZVPD basis) results for one molecule with the formula C4H7NO3.

XYZ file:
```
15
C4H7NO3, DFT the ωB97M-V functional and the def2-TZVPD basis
C -1.26 2.31 -0.37
N -1.18 1.06 -0.09
O -0.58 0.45 -1.17
C -0.26 -0.91 -0.91
C 1.09 -0.95 -0.15
C 1.05 -1.06 1.37
O 1.90 -1.75 1.90
O 0.04 -0.51 2.06
H -0.86 2.66 -1.32
H -1.65 3.01 0.31
H -1.09 -1.37 -0.38
H -0.22 -1.43 -1.84
H 1.65 -0.06 -0.46
H 1.61 -1.81 -0.61
H -0.24 0.34 1.64
```

As for the charge: 0. Its orbital gap is 10.61 eV. The LUMO energy comes out at 0.71 eV. For the HOMO energy, the calculation gives -9.898 eV.

Results of the natural (NBO) charge analysis, in e, for atoms 1 through 8: number 1, C, carries -0.1138; number 2, N, carries -0.1553; number 3, O, carries -0.3972; number 4, C, carries -0.0740; number 5, C, carries -0.5627; number 6, C, carries 0.7821; number 7, O, carries -0.5608; number 8, O, carries -0.6882


Going by the computed energies, the most stable comes first: version P, version Q.


Version P
DFT (the ωB97M-V functional and the def2-TZVPD basis) results for a 2-piece molecular cluster, C2H4N2S overall.

XYZ file:
```
9
C2H4N2S, DFT the ωB97M-V functional and the def2-TZVPD basis
H -1.58 -1.02 -1.27
N -1.39 -1.31 -0.23
C -1.22 -0.29 0.47
C -1.48 1.03 0.14
N -1.65 2.16 -0.07
H -0.98 -0.52 1.58
S 2.48 0.53 -0.31
H 2.07 -0.70 0.09
H 3.75 0.11 -0.40
```

As for the charge: 0. Its orbital gap is 9.68 eV. The LUMO energy comes out at -0.28 eV. For the HOMO energy, the calculation gives -9.962 eV.

Results of the natural (NBO) charge analysis, in e, for atoms 1 through 8: number 1, H, carries 0.3416; number 2, N, carries -0.4941; number 3, C, carries -0.0143; number 4, C, carries 0.1866; number 5, N, carries -0.2316; number 6, H, carries 0.2112; number 7, S, carries -0.2931; number 8, H, carries 0.1451


Version Q
DFT (the ωB97M-V functional and the def2-TZVPD basis) results for one molecule with the formula C2H4N2S.

XYZ file:
```
9
C2H4N2S, DFT the ωB97M-V functional and the def2-TZVPD basis
C -2.44 -0.37 0.03
N -1.12 -0.43 -0.10
N -0.57 0.72 -0.03
C 0.76 0.83 -0.01
S 1.75 -0.45 0.01
H -3.13 0.45 0.17
H -3.01 -1.29 0.24
H -1.13 1.47 -0.13
H 1.15 1.82 0.26
```

As for the charge: 0. Its orbital gap is 8.25 eV. The LUMO energy comes out at -0.04 eV. For the HOMO energy, the calculation gives -8.297 eV.

Results of the natural (NBO) charge analysis, in e, for atoms 1 through 8: number 1, C, carries -0.1641; number 2, N, carries -0.1680; number 3, N, carries -0.3969; number 4, C, carries -0.1171; number 5, S, carries -0.0750; number 6, H, carries 0.1608; number 7, H, carries 0.1903; number 8, H, carries 0.3635


Going by the computed energies, the most stable comes first: version P, version Q.


Version P
DFT (the ωB97M-V functional and the def2-TZVPD basis) results for one molecule with the formula C2H4N2S.

XYZ file:
```
9
C2H4N2S, DFT the ωB97M-V functional and the def2-TZVPD basis
H -2.98 0.38 0.15
N -2.52 -0.52 -0.02
C -1.28 -0.40 0.00
N -0.58 0.80 0.00
C 0.78 0.83 -0.03
S 1.76 -0.46 0.01
H -0.60 -1.22 -0.05
H -1.04 1.75 0.09
H 1.15 1.88 -0.08
```

As for the charge: 0. Its orbital gap is 8.95 eV. The LUMO energy comes out at 0.06 eV. For the HOMO energy, the calculation gives -8.885 eV.

Results of the natural (NBO) charge analysis, in e, for atoms 1 through 8: number 1, H, carries 0.3220; number 2, N, carries -0.6186; number 3, C, carries 0.2706; number 4, N, carries -0.6150; number 5, C, carries -0.0905; number 6, S, carries -0.0761; number 7, H, carries 0.2009; number 8, H, carries 0.4095


Version Q
DFT (the ωB97M-V functional and the def2-TZVPD basis) results for a 2-piece molecular cluster, C2H4N2S overall.

XYZ file:
```
9
C2H4N2S, DFT the ωB97M-V functional and the def2-TZVPD basis
C 1.93 -0.89 0.55
N 2.82 -0.09 0.95
C 3.53 0.60 0.12
N 4.30 1.21 -0.50
H 1.35 -1.22 1.38
H 1.71 -1.17 -0.47
S -1.69 1.03 0.16
H -0.86 1.93 -0.50
H -2.96 1.02 -0.24
```

As for the charge: 0. Its orbital gap is 9.78 eV. The LUMO energy comes out at -0.35 eV. For the HOMO energy, the calculation gives -10.130 eV.

Results of the natural (NBO) charge analysis, in e, for atoms 1 through 8: number 1, C, carries 0.0454; number 2, N, carries -0.4509; number 3, C, carries 0.3736; number 4, N, carries -0.3352; number 5, H, carries 0.1865; number 6, H, carries 0.1796; number 7, S, carries -0.3469; number 8, H, carries 0.1817


Going by the computed energies, the most stable comes first: version P, version Q.